# 1
Formula: C35H45F3N5O2SV
Source: OMol25
Level of theory: wB97M-V/def2-TZVPD

Cartesian coordinates (Å):
V: 0.205 0.305 -0.578
C: -3.127 4.069 -0.583
C: -2.335 3.165 -1.531
C: -1.864 3.924 -2.770
C: -3.125 1.914 -1.844
C: -4.152 1.966 -2.780
C: -4.951 0.864 -3.023
C: -4.712 -0.309 -2.326
C: -3.684 -0.401 -1.396
C: -3.439 -1.723 -0.705
C: -4.676 -2.215 0.047
C: -2.937 -2.766 -1.701
C: -2.889 0.725 -1.156
N: -1.820 0.650 -0.185
C: -2.215 0.779 1.099
O: -3.340 0.941 1.555
C: -1.049 0.632 2.058
C: -1.149 0.654 3.438
C: 0.001 0.416 4.178
C: 1.202 0.118 3.540
C: 1.212 0.106 2.160
N: 0.113 0.391 1.470
C: 2.414 -0.209 1.297
O: 3.468 -0.535 1.815
N: 2.137 -0.041 -0.026
C: 3.275 0.058 -0.909
C: 3.603 -0.993 -1.773
C: 4.644 -0.791 -2.678
C: 5.353 0.396 -2.724
C: 5.045 1.401 -1.827
C: 4.015 1.250 -0.905
C: 3.797 2.366 0.102
C: 4.887 2.332 1.179
C: 3.767 3.758 -0.539
C: 2.981 -2.380 -1.749
C: 3.175 -3.067 -0.397
C: 1.531 -2.457 -2.215
H: -2.547 4.952 -0.310
H: -3.405 3.532 0.325
H: -4.049 4.405 -1.062
H: -1.455 2.824 -0.989
H: -2.697 4.360 -3.322
H: -1.314 3.271 -3.451
H: -1.209 4.746 -2.475
H: -4.332 2.891 -3.314
H: -5.752 0.919 -3.748
H: -5.332 -1.177 -2.514
H: -2.634 -1.570 0.013
H: -5.487 -2.475 -0.635
H: -5.043 -1.451 0.735
H: -4.445 -3.124 0.611
H: -3.678 -2.937 -2.485
H: -2.738 -3.715 -1.202
H: -2.011 -2.441 -2.181
H: -2.113 0.862 3.880
H: -0.040 0.446 5.261
H: 2.118 -0.099 4.070
H: 4.901 -1.594 -3.357
H: 6.148 0.529 -3.445
H: 5.617 2.320 -1.838
H: 2.838 2.202 0.603
H: 5.862 2.506 0.720
H: 4.915 1.374 1.694
H: 4.718 3.123 1.912
H: 4.776 4.094 -0.785
H: 3.353 4.486 0.161
H: 3.179 3.792 -1.455
H: 3.560 -2.947 -2.483
H: 2.519 -2.640 0.360
H: 4.204 -2.970 -0.049
H: 2.932 -4.128 -0.482
H: 0.846 -2.058 -1.464
H: 1.245 -3.500 -2.360
H: 1.359 -1.915 -3.144
F: -0.086 0.120 -2.351
C: 0.634 2.213 -0.757
F: 1.143 2.739 -1.814
F: 0.546 3.141 0.147
C: -2.781 -2.439 3.956
N: -2.197 -2.490 2.638
C: -0.909 -2.780 2.362
S: -0.361 -2.780 0.760
N: -0.125 -3.083 3.409
C: 1.268 -3.481 3.318
H: -3.821 -2.140 3.857
H: -2.279 -1.704 4.593
H: -2.759 -3.415 4.450
H: -2.757 -2.222 1.844
H: -0.552 -3.122 4.319
H: 1.527 -3.586 2.268
H: 1.415 -4.434 3.825
H: 1.916 -2.726 3.765

- energy above the lowest of the compared OMol25 structures with the same formula, charge and spin (eV) = 0.7258
- HOMO level (alpha / beta) (Ha) = -0.309 / -0.311
- 2S+1 = 3
- total charge = 0

=====

# 2
Formula: C3H9AlBrHfO3
Source: OMol25
Level of theory: wB97M-V/def2-TZVPD

Cartesian coordinates (Å):
O: 2.227 -1.641 0.968
C: 1.756 -1.070 -0.318
C: 1.801 0.581 -0.113
Al: 0.067 1.163 0.817
Br: 0.101 3.417 1.676
C: -1.472 0.823 -0.502
O: -2.738 0.622 0.257
O: -2.820 -0.627 0.640
H: 1.385 -1.861 1.485
H: 0.603 -1.365 -0.402
H: 2.386 -1.405 -1.247
H: 1.880 1.149 -1.153
H: 2.745 0.938 0.510
H: -0.158 0.196 2.051
H: -1.267 -0.156 -1.151
H: -1.604 1.741 -1.234
H: -3.696 -1.029 0.330
Hf: -1.196 -1.479 -2.612

- HOMO level (Ha) = -0.741
- 2S+1 = 1
- total charge = +3

=====

no.,total energy (Eh)
1,-3426.8753
2,-3208.0791